89
Properties=species:S:1:pos:R:3 method="wB97M-V/def2-TZVPD" total_energy_ev=-108124.19955 lumo_energy_ha=-0.069 relative_energy_kcal_mol=127.2 homo_ha=-0.320 homo_lumo_gap_ev=6.8 charge=0
H -4.42 1.03 3.12
C 4.58 -2.78 -6.01
C -4.44 -1.05 0.69
O -5.62 -1.53 8.56
O 4.27 -2.58 -7.16
C -5.91 -1.50 7.38
H -5.91 -3.54 8.38
C 8.18 2.14 -9.11
H -1.32 -2.88 -1.92
O -6.19 -3.87 7.50
H -6.87 -3.80 4.94
H -5.68 0.64 7.07
C 2.71 -0.57 0.03
O 10.49 1.92 -8.54
H 10.42 2.08 -9.50
C -2.48 -1.36 -0.68
N -6.95 1.80 3.27
H 4.85 2.24 -1.15
O 8.54 2.32 -10.26
C -4.59 1.81 3.83
H 5.32 1.75 -5.98
O 5.25 1.91 -6.94
C -5.24 3.84 5.68
O 4.23 2.75 -0.60
C 4.91 -4.10 -5.49
O -5.28 -0.36 1.45
H 4.89 -4.93 -6.17
O 0.51 1.44 1.95
O 7.20 1.59 -5.20
O 5.55 -3.28 -2.09
C -2.19 1.86 4.52
C 4.95 -1.75 -3.78
C 8.94 1.73 -6.78
H 2.90 -1.60 -0.25
C -3.94 -3.33 -0.31
C 9.24 1.92 -8.08
F -1.72 1.40 5.69
C 6.49 1.94 -7.40
S -8.23 2.64 3.75
H 4.14 -0.63 -6.57
C 3.60 0.45 -0.49
H -0.21 2.49 3.88
H 0.22 -0.50 1.88
C 2.35 2.24 0.71
H -3.08 0.52 0.25
H 5.74 -5.22 -2.70
H 2.17 3.27 1.00
F -1.19 4.03 4.62
F -3.04 3.83 6.37
O -2.02 -3.50 -1.65
C -6.62 -2.87 5.43
O -5.81 -2.87 1.08
C 5.24 -4.24 -4.19
H -5.44 4.62 6.40
O -7.00 -1.64 3.46
C 3.36 1.89 -0.10
C 1.46 1.23 1.22
F -1.67 3.19 2.69
O -6.35 0.73 4.51
O 0.83 -1.06 1.36
C -3.62 2.34 4.62
O 4.33 -0.44 -5.63
C -3.99 3.35 5.55
C -2.85 -2.80 -0.88
C 7.56 1.74 -6.36
C 4.63 -1.61 -5.07
O 5.55 -5.40 -3.65
O 4.53 0.22 -1.24
N -7.56 3.62 4.83
C 1.71 -0.21 0.84
H -6.64 0.43 3.63
C -6.26 -2.80 6.71
H 6.03 2.27 -9.45
H -4.22 -4.37 -0.44
C 5.26 -3.06 -3.25
C -1.21 2.88 3.91
C -6.30 -0.35 5.29
C -4.80 -2.50 0.51
H 9.70 1.57 -6.03
H -5.98 -1.00 1.73
H 4.99 -0.91 -3.10
F -2.15 0.82 3.64
O -1.47 -0.94 -1.21
C -5.91 2.28 3.97
C -3.35 -0.52 0.13
C 6.79 2.13 -8.69
C -5.95 -0.29 6.58
C -6.27 3.31 4.87
C -6.67 -1.65 4.63

=====

10
Properties=species:S:1:pos:R:3 method="wB97M-V/def2-TZVPD" total_energy_ev=-17536.05362 lumo_energy_ha=0.021 relative_energy_kcal_mol=66.6 homo_ha=-0.359 homo_lumo_gap_ev=10.4 charge=0
C -0.56 -0.06 -0.21
S 1.47 -1.59 0.79
O 1.41 -3.03 1.07
H -0.21 2.05 -0.38
H -1.61 0.04 -0.39
N -0.06 1.30 0.30
H 1.73 -1.57 -0.75
H -0.18 -0.12 -1.23
O -0.20 -1.12 0.69
H -0.70 1.53 1.06

=====

118
Properties=species:S:1:pos:R:3 method="wB97M-V/def2-TZVPD" total_energy_ev=-206264.32263 lumo_energy_ha=-0.065 homo_ha=-0.191 homo_lumo_gap_ev=3.4 charge=0
F -5.59 -1.84 4.19
H -0.67 1.29 -10.25
H 1.63 -4.93 -3.52
H -3.01 0.43 -9.24
N 0.70 4.31 -5.38
H -3.32 2.08 -8.86
H -1.17 5.06 -6.13
H 3.73 2.58 8.87
C -0.10 -0.11 1.54
C -0.21 -4.45 -0.87
H 1.26 0.65 -8.91
C -1.32 0.93 -7.03
H 0.36 1.91 -2.34
H 4.24 -0.04 11.44
H 2.11 1.96 -2.13
C 2.90 -0.51 9.19
H -0.61 0.69 -4.16
H 0.90 1.89 6.09
H 3.88 1.19 5.73
C 1.73 1.40 5.59
H 2.74 -1.34 9.86
C -1.57 0.19 3.50
C 1.23 2.57 -2.31
C 1.97 -4.30 -0.97
H 1.53 -0.48 -6.46
N -0.25 -0.24 0.22
H 1.56 0.28 -0.68
C -2.07 -3.80 1.26
H 2.55 4.10 -6.48
F 2.29 0.16 -4.51
H 1.53 0.34 5.50
N 1.29 3.22 -3.61
H -0.11 -5.25 -3.40
H -0.65 4.07 -3.72
F 1.66 -1.53 -3.25
N 3.33 0.69 9.73
H -2.29 -2.97 0.59
C 2.34 3.19 -4.48
F 3.52 -0.45 -2.62
F -4.44 -3.75 3.79
C -1.90 -1.23 3.97
H -0.29 7.00 -7.26
F -1.63 -0.65 8.61
H 2.51 -1.00 7.05
H -2.37 1.05 -6.82
Cl -2.14 -2.35 -2.77
H -0.20 -3.07 2.05
H 3.28 2.75 -4.19
H 0.87 -0.15 2.01
P -5.59 -3.30 4.89
H 3.26 2.71 6.35
F -6.73 -2.83 5.93
F -1.51 1.85 6.55
H -1.04 2.79 -9.36
F -4.47 -2.78 5.92
F -0.71 -0.38 6.53
P -1.64 0.55 7.52
N -0.51 0.24 -6.24
F -2.56 1.42 8.51
H 1.77 1.89 4.61
H -0.05 -0.92 -4.53
N 0.22 -4.27 0.38
N 0.82 -4.47 -1.70
C -0.75 -0.14 -4.84
Br -4.70 2.24 2.28
H -0.49 -4.80 2.26
N -1.27 0.17 2.07
H 0.40 7.19 -5.72
C 2.76 -0.34 7.86
N -0.69 1.20 -8.17
P 3.06 -1.19 -3.98
H -3.12 1.69 -10.52
C 2.01 3.91 -5.57
C -2.23 0.20 1.08
H 2.11 -3.91 1.25
C 0.58 0.68 -8.08
C 0.68 -4.56 -3.15
H 0.51 -3.58 -3.58
H 2.95 -4.23 -1.40
C 1.60 -4.14 0.33
C -1.26 1.72 -9.44
C 0.41 6.51 -6.58
C -0.10 5.10 -6.30
H -3.27 0.23 1.37
H -0.81 0.73 4.07
H -1.00 -1.85 3.96
F 3.81 -2.52 -3.49
H -2.47 -4.73 0.85
F -6.77 -3.73 3.84
C -0.59 -3.96 1.57
H 1.40 6.55 -7.02
C 3.80 0.89 11.09
N 3.01 0.99 7.60
F -5.61 -4.80 5.47
C 3.05 1.64 6.28
H 0.45 -0.26 -1.77
H 1.00 3.22 -1.46
C 0.70 0.06 -6.88
C 0.77 -0.47 -0.76
F -2.95 0.08 6.76
F 2.46 -2.01 -5.27
H -1.72 -0.63 -4.74
H 1.20 -1.46 -0.69
F 4.34 -0.74 -4.84
C -2.74 1.44 -9.53
H -1.25 -4.43 -1.14
H -2.48 0.78 3.50
C 3.42 1.56 8.72
H -1.83 -0.23 -1.12
H -2.72 -1.61 3.36
H 0.03 4.63 -7.28
F -0.19 1.03 8.19
H -2.62 -3.61 2.18
H 3.04 1.25 11.78
C 0.33 3.95 -4.16
C -1.59 -0.08 -0.08
H 4.62 1.61 11.05
H -2.33 -1.33 4.96